(P)
Entry from the Open Molecules 2025 dataset: 3 unconnected molecules or ions with the total composition C2H11N2O2 (ωB97M-V/def2-TZVPD).

Last column: Mulliken charge in e.
Element x y z (Å)
C1 1.508 0.486 0.627  -0.472
N1 -1.811 -0.474 -0.508  -0.263
C2 -0.806 0.204 -0.010  0.215
N2 0.275 -0.318 0.491  -0.059
H1 1.249 1.370 0.025  0.066
H2 1.863 0.844 1.599  0.274
H3 2.327 -0.055 0.150  0.296
H4 -1.773 -1.479 -0.596  0.220
H5 -2.661 -0.040 -0.825  0.245
H6 -0.971 1.273 0.022  0.308
H7 0.298 -1.336 0.522  0.242
H8 1.576 3.254 -1.758  0.291
H9 0.273 3.660 -0.970  0.319
O1 0.831 2.926 -1.262  -0.640
H10 -1.443 -3.416 1.162  0.300
H11 -0.075 -3.830 0.591  0.313
O2 -0.660 -3.068 0.741  -0.656

As for the HOMO-LUMO gap: 11.785 eV. Its net charge is +1. Its HOMO energy is -14.6 eV.

***

(Q)
Entry from the Open Molecules 2025 dataset: 3 unconnected molecules or ions with the total composition C2H11N2O2 (ωB97M-V/def2-TZVPD).

Last column: Mulliken charge in e.
Element x y z (Å)
C1 0.324 1.533 -1.462  -0.655
N1 -0.702 -0.609 1.335  -0.233
C2 -0.276 -0.254 0.153  0.210
N2 -0.028 1.005 -0.138  -0.209
H1 -0.562 2.035 -1.822  0.314
H2 0.583 0.709 -2.136  0.266
H3 1.146 2.240 -1.307  0.258
H4 -1.085 -0.071 2.126  0.209
H5 -0.981 -1.575 1.445  0.267
H6 -0.049 -0.988 -0.595  0.341
H7 -0.368 1.668 0.551  0.247
H8 1.307 -2.371 -4.438  0.324
H9 1.937 -3.272 -3.355  0.324
O1 1.689 -2.369 -3.559  -0.639
H10 -0.454 1.355 4.420  0.314
H11 -1.478 0.301 4.773  0.319
O2 -1.002 0.662 4.010  -0.655

As for the HOMO-LUMO gap: 11.229 eV. Its net charge is +1. Its HOMO energy is -14.3 eV.

***

Pick (P): it beats the second-best structure by 2.5 kcal/mol.

***

(P)
Entry from the Open Molecules 2025 dataset: 3 unconnected molecules or ions with the total composition C2H11N2O2 (ωB97M-V/def2-TZVPD).

Last column: Mulliken charge in e.
Element x y z (Å)
C1 -3.482 0.032 0.105  -0.821
N1 -2.001 0.023 0.031  -0.176
C2 -1.412 -0.665 -0.917  0.192
N2 -0.122 -0.639 -1.157  -0.192
H1 -3.819 0.896 0.660  0.321
H2 -3.817 -0.911 0.532  0.339
H3 -3.871 0.066 -0.909  0.307
H4 -1.451 0.478 0.741  0.254
H5 -2.050 -1.310 -1.507  0.357
H6 0.545 -0.321 -0.445  0.257
H7 0.171 -1.085 -2.010  0.239
H8 5.364 0.620 0.492  0.324
H9 4.690 1.909 0.875  0.328
O1 4.554 0.953 0.896  -0.670
H10 2.156 -0.431 1.506  0.311
H11 2.633 0.512 0.486  0.332
O2 1.912 -0.127 0.621  -0.702

As for the HOMO-LUMO gap: 11.602 eV. Its net charge is +1. Its HOMO energy is -14.7 eV.

***

(Q)
Entry from the Open Molecules 2025 dataset: 3 unconnected molecules or ions with the total composition C2H11N2O2 (ωB97M-V/def2-TZVPD).

Last column: Mulliken charge in e.
Element x y z (Å)
C1 0.734 -0.333 0.164  -0.888
N1 -2.043 1.127 2.060  -0.388
C2 -0.803 0.966 1.576  0.237
N2 -0.606 0.261 0.525  -0.072
H1 1.441 0.462 0.033  0.348
H2 0.958 -0.976 1.093  0.318
H3 0.718 -0.841 -0.767  0.295
H4 -2.776 0.483 1.656  0.254
H5 -2.161 1.736 2.954  0.298
H6 0.036 1.081 2.261  0.353
H7 -1.380 -0.188 -0.029  0.251
H8 3.845 -0.304 -2.462  0.309
H9 4.697 -1.148 -1.628  0.321
O1 3.881 -0.633 -1.596  -0.613
H10 -1.494 -0.843 -1.763  0.301
H11 -2.627 -0.265 -2.483  0.341
O2 -2.420 -0.585 -1.594  -0.666

As for the HOMO-LUMO gap: 10.758 eV. Its net charge is +1. Its HOMO energy is -14.4 eV.

***

Pick (P): it beats the second-best structure by 29.5 kcal/mol.

***

(P)
Entry from the Open Molecules 2025 dataset: 3 unconnected molecules or ions with the total composition C2H11N2O2 (ωB97M-V/def2-TZVPD).

Last column: Mulliken charge in e.
Element x y z (Å)
C1 -1.069 -1.009 1.409  -0.892
N1 1.356 0.834 -0.656  -0.387
C2 0.581 -0.101 -0.136  0.127
N2 -0.281 0.076 0.820  -0.108
H1 -1.656 -1.548 0.673  0.328
H2 -1.735 -0.733 2.224  0.321
H3 -0.396 -1.758 1.878  0.352
H4 1.511 1.640 -0.065  0.275
H5 2.203 0.470 -1.064  0.287
H6 0.604 -1.095 -0.576  0.402
H7 -0.390 0.963 1.290  0.264
H8 3.654 -0.214 0.978  0.321
H9 3.275 0.338 2.300  0.305
O1 2.868 -0.004 1.486  -0.596
H10 -4.271 0.955 -3.396  0.321
H11 -2.874 0.456 -3.967  0.327
O2 -3.381 0.728 -3.195  -0.647

As for the HOMO-LUMO gap: 10.564 eV. Its net charge is +1. Its HOMO energy is -13.9 eV.

***

(Q)
Entry from the Open Molecules 2025 dataset: 3 unconnected molecules or ions with the total composition C2H11N2O2 (ωB97M-V/def2-TZVPD).

Last column: Mulliken charge in e.
Element x y z (Å)
C1 0.010 0.527 -0.661  0.054
C2 1.235 1.002 -0.261  -0.738
N1 2.367 1.456 -0.968  -0.243
N2 -0.638 -0.378 0.051  -0.388
H1 -0.411 0.701 -1.680  0.333
H2 1.544 0.670 0.760  0.273
H3 2.769 0.678 -1.514  0.360
H4 2.152 2.275 -1.565  0.384
H5 3.020 2.026 -0.417  0.362
H6 -0.411 -0.487 1.089  0.246
H7 -1.647 -0.412 -0.179  0.429
H8 0.529 -1.841 2.532  0.336
H9 -0.803 -1.112 3.076  0.336
O1 0.022 -1.010 2.538  -0.710
H10 -2.765 -1.973 -0.879  0.286
H11 -3.998 -1.025 -1.019  0.332
O2 -2.974 -1.098 -0.902  -0.652

As for the HOMO-LUMO gap: 8.681 eV. Its net charge is +1. Its HOMO energy is -11.9 eV.

***

Pick (P): it beats the second-best structure by 37.6 kcal/mol.

***

(P)
Entry from the Open Molecules 2025 dataset: a single CH4N2OS molecule (ωB97M-V/def2-TZVPD).

Last column: Mulliken charge in e.
Element x y z (Å)
C1 0.105 0.033 0.610  0.556
H1 0.782 1.779 1.444  0.218
H2 0.744 1.974 -0.284  0.186
H3 0.001 0.170 -1.303  0.245
H4 -1.550 -2.181 -1.293  0.147
N1 0.612 1.352 0.565  -0.395
N2 -0.359 -0.425 -0.588  -0.284
O1 -0.060 -0.552 1.667  -0.570
S1 -0.275 -2.151 -0.816  -0.102

As for the HOMO-LUMO gap: 10.005 eV. As for the SMILES: NC(=O)NS. Its HOMO energy is -9.5 eV.

***

(Q)
Entry from the Open Molecules 2025 dataset: 2 unconnected molecules or ions with the total composition CH4N2OS (ωB97M-V/def2-TZVPD).

Last column: Mulliken charge in e.
Element x y z (Å)
C1 2.757 -1.696 -0.825  -0.190
N1 1.792 -1.826 -1.441  -0.109
N2 -1.692 0.078 0.560  -0.376
O1 -0.347 0.411 0.640  -0.207
S1 0.230 1.889 1.278  -0.076
H1 0.759 2.394 0.114  0.158
H2 0.933 -1.942 -1.904  0.303
H3 -2.330 0.783 0.104  0.255
H4 -2.101 -0.092 1.474  0.242

As for the HOMO-LUMO gap: 10.046 eV. Its HOMO energy is -9.5 eV.

***

Pick (P): it beats the second-best structure by 96.0 kcal/mol.

***

(P)
Entry from the Open Molecules 2025 dataset: a single CH4N2OS molecule (ωB97M-V/def2-TZVPD).

Last column: Mulliken charge in e.
Element x y z (Å)
C1 -0.107 -0.086 -0.203  0.333
H1 -1.918 -0.045 -1.006  0.194
H2 -1.812 0.033 0.758  0.248
H3 1.444 0.588 1.067  0.247
H4 -0.529 -0.413 2.586  0.367
N1 -1.407 -0.099 -0.193  -0.313
N2 0.471 0.206 0.963  -0.130
O1 -0.340 0.539 2.208  -0.514
S1 0.796 -0.295 -1.578  -0.432

As for the HOMO-LUMO gap: 8.731 eV. As for the SMILES: NC(=S)NO. Its HOMO energy is -8.4 eV.

***

(Q)
Entry from the Open Molecules 2025 dataset: a single CH4N2OS molecule (ωB97M-V/def2-TZVPD).

Last column: Mulliken charge in e.
Element x y z (Å)
C1 -0.194 0.128 -0.054  0.271
H1 -1.304 -1.487 0.556  0.259
H2 -2.107 -0.150 -0.275  0.236
H3 1.845 -0.302 0.040  0.255
H4 1.057 -2.167 1.487  0.358
N1 -1.242 -0.649 -0.043  -0.356
N2 0.975 -0.533 0.474  -0.153
O1 0.806 -1.914 0.564  -0.469
S1 -0.181 1.683 -0.563  -0.400

As for the HOMO-LUMO gap: 9.058 eV. As for the SMILES: NC(=S)NO. Its HOMO energy is -8.5 eV.

***

Pick (Q): it beats the second-best structure by 10.9 kcal/mol.

***

(P)
Entry from the Open Molecules 2025 dataset: a molecular structure, CH4N2OS (ωB97M-V/def2-TZVPD).

Last column: Mulliken charge in e.
Element x y z (Å)
C1 0.016 -0.927 -0.084  0.099
H1 0.234 1.956 -1.174  0.363
H2 1.159 -0.246 -2.004  0.327
H3 0.058 -2.089 -0.263  0.249
H4 -0.588 0.337 2.937  0.160
N1 0.437 0.004 -0.956  -0.307
N2 -0.407 -0.881 1.045  -0.289
O1 -0.423 1.089 -1.090  -0.413
S1 -0.486 0.758 1.588  -0.188

As for the HOMO-LUMO gap: 8.620 eV. Its HOMO energy is -8.4 eV.

***

(Q)
Entry from the Open Molecules 2025 dataset: 2 unconnected molecules or ions with the total composition CH4N2OS (ωB97M-V/def2-TZVPD).

Last column: Mulliken charge in e.
Element x y z (Å)
C1 1.106 -0.933 0.852  0.477
N1 1.182 -0.388 1.913  -0.470
N2 -0.485 0.856 -0.940  -0.446
O1 -1.518 -0.139 -1.044  -0.346
S1 1.265 -1.883 -0.327  -0.278
H1 -2.030 0.033 -1.831  0.319
H2 0.839 0.558 2.026  0.295
H3 -0.728 1.520 -0.216  0.275
H4 0.369 0.374 -0.433  0.173

As for the HOMO-LUMO gap: 10.067 eV. As for the SMILES: N=C=S.NO. Its HOMO energy is -9.8 eV.

***

Pick (Q): it beats the second-best structure by 49.2 kcal/mol.